Here is C6H7N3 in the gas phase in a non-equilibrium geometry from the Open Molecules 2025 dataset. Energies are from the ωB97M-V functional and the def2-TZVPD basis.

Geometry as XYZ:
```
16
Properties=species:S:1:pos:R:3:forces:R:3
C -2.0292 -0.4052 -0.3741 -1.298 0.067 -0.335
C 1.3027 -0.7380 -0.1548 -0.106 -1.821 1.302
C 2.3306 -1.3552 -0.7138 0.378 0.629 -1.894
C 0.4131 0.2067 -0.8330 -2.129 1.328 3.285
C -0.9523 0.1678 0.4273 1.800 0.685 -3.034
C -1.1816 1.5442 1.0727 1.111 -0.426 -2.895
N -2.8695 -0.7522 -1.0928 0.886 0.204 0.753
N 0.7385 -1.1356 1.1064 1.741 -0.134 -1.432
N -0.3640 -0.6940 1.3865 -0.629 -0.266 0.887
H 2.8914 -2.0691 -0.1736 0.569 -0.633 0.282
H 2.5596 -1.1411 -1.7999 -0.084 -0.243 1.560
H 0.7876 1.2408 -0.6570 -0.374 -0.589 -1.080
H 0.1034 -0.1691 -1.8035 -0.054 0.707 -0.095
H -0.4024 1.5905 1.8315 0.162 0.864 -0.377
H -2.0760 1.3945 1.5621 -2.208 0.480 1.203
H -1.2519 2.3149 0.2160 0.234 -0.852 1.870
```
Positions in Å, forces in eV/Å.

Results
highest occupied orbital energy (spin up / spin down): -7.131 / -9.827 eV
spin multiplicity: 3
largest force on an atom: 4.13 eV Å⁻¹
⟨S²⟩: 2.02
DFT total energy: -396.87990 a.u.